Here is a molecular structure, C25H28Cl5MoO2 from the OMol25 dataset. Energies are from ωB97M-V with the def2-TZVPD basis set.

Geometry (Å):
O: -1.7227 2.5661 -2.5424
C: -2.5845 1.8817 -3.5185
C: -3.1491 3.1659 -4.0924
H: -3.3666 1.3069 -3.0219
H: -2.0058 1.2681 -4.2090
C: -2.2869 3.8325 -2.9915
H: -4.2246 3.2506 -3.9688
H: -2.8345 3.3756 -5.1154
C: -3.1217 4.4435 -1.8857
H: -3.8019 3.6838 -1.4524
H: -3.7228 5.2779 -2.2861
H: -2.4619 4.8377 -1.0933
C: -1.2413 4.7802 -3.5347
H: -0.6557 4.3048 -4.3335
H: -0.5518 5.0861 -2.7384
H: -1.7198 5.6834 -3.9353
Mo: 1.4020 -0.7020 1.6750
C: 4.0422 -1.1652 1.2594
C: 3.7061 -2.5133 0.9708
C: 2.7131 -2.5311 -0.0477
H: 4.2283 -3.3846 1.3625
C: 2.4779 -1.1831 -0.4719
C: 3.2824 -0.3121 0.3725
H: 3.4136 0.7605 0.2107
H: 4.8755 -0.8392 1.8824
H: 2.2705 -3.4104 -0.5107
H: 2.0159 -0.8795 -1.4113
C: 1.7937 0.0927 3.7387
C: 2.3616 0.9540 2.7365
C: 1.2822 1.4825 1.9397
H: 3.4148 1.1952 2.6348
C: 0.0475 0.9287 2.4445
C: 0.3798 0.0496 3.5346
H: -0.3268 -0.5193 4.1347
H: 2.3341 -0.3550 4.5631
H: 1.3614 2.2289 1.1601
H: -0.9496 1.2462 2.1517
O: -2.6502 0.4528 -1.0836
C: -1.2670 0.8216 -0.7800
C: -0.4038 0.2755 -1.9115
H: -1.0285 0.3050 0.1782
H: -1.1894 1.8941 -0.6124
C: -1.1408 -1.0340 -2.2641
H: 0.6242 0.1393 -1.6027
H: -0.4357 0.9394 -2.7750
C: -2.5004 -0.9145 -1.5492
H: -0.5802 -1.8879 -1.8704
H: -1.2698 -1.2094 -3.3345
H: -2.4577 -1.5762 -0.6643
H: -3.3422 -1.1675 -2.2129
Cl: 3.6898 -2.6129 4.1745
C: 2.1819 -3.3345 3.7443
C: 1.3056 -2.7073 2.8692
C: 0.2253 -3.3834 2.3617
Cl: -0.6116 -2.6074 1.0149
C: -0.1256 -4.6685 2.8040
Cl: -1.4497 -5.4984 2.1079
C: 0.6984 -5.2787 3.7861
Cl: 0.3101 -6.8347 4.3622
C: 1.8625 -4.6194 4.2525
Cl: 2.8804 -5.3814 5.3938

The value obtained for the total energy is -94931.276 eV. The LUMO energy (spin up / spin down) comes out at -4.9 / -4.8 eV. As for the multiplicity: 3. The expectation value of S² is 2.04. As for the charge: +1. The energy relative to the best compared isomer or geometry (same formula, charge and spin) is 52.25 kcal/mol.

Okay, here come the natural (NBO) numbers, in e, for every atom: atom 1 (O): -0.59, atom 2 (C): -0.07, atom 3 (C): -0.46, atom 4 (H): 0.20, atom 5 (H): 0.17, atom 6 (C): 0.27, atom 7 (H): 0.21, atom 8 (H): 0.21, atom 9 (C): -0.63, atom 10 (H): 0.22, atom 11 (H): 0.22, atom 12 (H): 0.21, atom 13 (C): -0.63, atom 14 (H): 0.22, atom 15 (H): 0.21, atom 16 (H): 0.22, atom 17 (Mo): 0.81, atom 18 (C): -0.25, atom 19 (C): -0.15, atom 20 (C): -0.18, atom 21 (H): 0.26, atom 22 (C): -0.34, atom 23 (C): -0.31, atom 24 (H): 0.26, atom 25 (H): 0.26, atom 26 (H): 0.26, atom 27 (H): 0.27, atom 28 (C): -0.20, atom 29 (C): -0.24, atom 30 (C): -0.27, atom 31 (H): 0.27, atom 32 (C): -0.23, atom 33 (C): -0.23, atom 34 (H): 0.28, atom 35 (H): 0.29, atom 36 (H): 0.28, atom 37 (H): 0.29, atom 38 (O): -0.53, atom 39 (C): -0.06, atom 40 (C): -0.44, atom 41 (H): 0.12, atom 42 (H): 0.23, atom 43 (C): -0.44, atom 44 (H): 0.19, atom 45 (H): 0.25, atom 46 (C): -0.08, atom 47 (H): 0.20, atom 48 (H): 0.22, atom 49 (H): 0.16, atom 50 (H): 0.21, atom 51 (Cl): 0.04, atom 52 (C): 0.00, atom 53 (C): -0.26, atom 54 (C): -0.09, atom 55 (Cl): 0.12, atom 56 (C): -0.07, atom 57 (Cl): 0.09, atom 58 (C): -0.09, atom 59 (Cl): 0.11, atom 60 (C): -0.11, atom 61 (Cl): 0.10

***

Here is a molecular structure, C25H28CrN5O2Se from the OMol25 dataset. Energies are from ωB97M-V with the def2-TZVPD basis set.

Geometry (Å):
Cr: -0.2611 -0.4541 -0.0840
C: 1.3466 2.9384 5.9598
C: 1.0658 1.9568 4.8564
C: 1.5030 0.6489 4.9002
C: 1.2570 -0.2655 3.8623
C: 1.7880 -1.5735 4.0052
N: 1.7082 -2.5016 3.1096
C: 2.2478 -3.8462 3.2573
C: 1.2797 -4.8880 2.7057
C: 0.9315 -4.6848 1.2367
N: 2.1583 -4.7394 0.4326
C: 2.3480 -4.4532 -0.8194
C: 1.5094 -3.8460 -1.7978
C: 1.8022 -4.2929 -3.1091
C: 1.0790 -3.9195 -4.2174
C: 1.3795 -4.4389 -5.5955
C: 0.0649 -2.9943 -3.9942
C: -0.1947 -2.4336 -2.7463
C: -1.2066 -1.4074 -2.7096
N: -1.4156 -0.5585 -1.7727
C: -2.4816 0.4273 -1.9987
C: -1.9299 1.8357 -1.8568
C: -1.8318 2.2832 -0.4154
N: -1.0055 1.4083 0.4604
C: -0.6917 1.9797 1.5680
C: 0.0751 1.4564 2.6670
C: 0.3483 2.3272 3.7247
C: 0.5302 0.1253 2.7100
O: 0.2938 -0.7280 1.7461
C: 0.5151 -2.8444 -1.5893
O: 0.3060 -2.3027 -0.4260
H: 1.8552 2.4593 6.7937
H: 0.4227 3.3786 6.3352
H: 1.9794 3.7513 5.6027
H: 2.0675 0.3074 5.7614
H: 2.2987 -1.8247 4.9309
H: 1.2523 -2.2162 2.2383
H: 2.4323 -4.0295 4.3144
H: 3.2147 -3.8848 2.7490
H: 0.3539 -4.8749 3.2817
H: 1.7198 -5.8778 2.8508
H: 0.4329 -3.7382 1.0434
H: 0.2683 -5.4804 0.8927
H: 2.9305 -5.2218 0.8763
H: 3.3074 -4.8002 -1.1926
H: 2.6181 -4.9969 -3.2355
H: 2.0032 -5.3295 -5.5562
H: 1.9056 -3.6862 -6.1846
H: 0.4624 -4.6920 -6.1262
H: -0.5303 -2.6586 -4.8379
H: -1.8322 -1.3453 -3.6010
H: -3.2768 0.2550 -1.2689
H: -2.9095 0.2783 -2.9908
H: -2.6017 2.5303 -2.3624
H: -0.9637 1.9108 -2.3613
H: -2.8371 2.3164 0.0119
H: -1.4213 3.2925 -0.3809
H: -1.0368 3.0041 1.7177
H: -0.0230 3.3450 3.6545
Se: 1.7009 0.4615 -1.2312
C: 2.7242 0.1478 0.2627
N: 3.3233 -0.0970 1.2183

The value obtained for the total energy is -131681.661 eV. The LUMO energy (spin up / spin down) comes out at -6.7 / -6.3 eV. As for the multiplicity: 4. The expectation value of S² is 3.85. As for the charge: +2. The energy relative to the best compared isomer or geometry (same formula, charge and spin) is 0.93 kcal/mol.

Okay, here come the natural (NBO) numbers, in e, for every atom: atom 1 (Cr): 1.29, atom 2 (C): -0.63, atom 3 (C): -0.05, atom 4 (C): -0.05, atom 5 (C): -0.25, atom 6 (C): 0.29, atom 7 (N): -0.47, atom 8 (C): -0.23, atom 9 (C): -0.43, atom 10 (C): -0.26, atom 11 (N): -0.45, atom 12 (C): 0.30, atom 13 (C): -0.28, atom 14 (C): -0.06, atom 15 (C): -0.07, atom 16 (C): -0.63, atom 17 (C): -0.03, atom 18 (C): -0.26, atom 19 (C): 0.24, atom 20 (N): -0.52, atom 21 (C): -0.23, atom 22 (C): -0.43, atom 23 (C): -0.23, atom 24 (N): -0.52, atom 25 (C): 0.24, atom 26 (C): -0.25, atom 27 (C): -0.05, atom 28 (C): 0.53, atom 29 (O): -0.79, atom 30 (C): 0.54, atom 31 (O): -0.77, atom 32 (H): 0.23, atom 33 (H): 0.24, atom 34 (H): 0.24, atom 35 (H): 0.23, atom 36 (H): 0.22, atom 37 (H): 0.45, atom 38 (H): 0.24, atom 39 (H): 0.21, atom 40 (H): 0.25, atom 41 (H): 0.24, atom 42 (H): 0.25, atom 43 (H): 0.24, atom 44 (H): 0.42, atom 45 (H): 0.23, atom 46 (H): 0.23, atom 47 (H): 0.23, atom 48 (H): 0.24, atom 49 (H): 0.24, atom 50 (H): 0.23, atom 51 (H): 0.20, atom 52 (H): 0.21, atom 53 (H): 0.22, atom 54 (H): 0.26, atom 55 (H): 0.22, atom 56 (H): 0.22, atom 57 (H): 0.22, atom 58 (H): 0.20, atom 59 (H): 0.23, atom 60 (Se): 0.03, atom 61 (C): 0.02, atom 62 (N): -0.38

***

Here is a molecular structure, C25H28F5N6OPdS5 from the OMol25 dataset. Energies are from ωB97M-V with the def2-TZVPD basis set.

Geometry (Å):
Pd: 0.1081 0.9274 -0.5706
O: -3.5602 6.3812 -2.7239
C: -2.9345 5.4173 -2.4336
S: -3.1766 3.8193 -3.1927
C: -1.9573 2.9513 -2.3166
C: -1.2731 3.7318 -1.2656
S: -0.1929 3.1364 -0.1878
S: -1.6543 5.4270 -1.1882
S: -1.6306 1.3960 -2.6818
C: 3.3465 -3.3626 -0.3754
N: 2.4548 -2.2618 -0.0467
C: 2.0499 -2.1781 1.3488
C: 1.8514 -1.5053 -0.9860
N: 0.5961 -1.0600 -0.8185
C: -0.3632 -1.9459 -0.2931
C: -0.2985 -3.3256 -0.4847
C: -1.2105 -4.1710 0.1251
C: -2.2043 -3.6427 0.9356
C: -2.3212 -2.2689 1.0686
C: -1.4501 -1.4061 0.4020
N: -1.5458 -0.0019 0.4609
C: -2.7169 0.5914 0.6524
N: -2.7661 1.7585 1.3421
C: -3.7353 2.7999 1.0463
C: -1.8464 2.0292 2.4377
N: -3.8866 0.1219 0.1584
C: -3.9439 -0.7556 -0.9979
C: -5.1316 0.2063 0.9112
N: 2.5252 -1.2013 -2.1008
C: 3.9770 -1.0596 -2.1290
C: 1.7974 -0.7889 -3.2964
H: 2.9511 -4.2765 0.0738
H: 4.3529 -3.1952 0.0127
H: 3.3976 -3.4990 -1.4526
H: 1.4261 -3.0293 1.6339
H: 1.4918 -1.2612 1.5193
H: 2.9464 -2.1716 1.9713
H: 0.4857 -3.7428 -1.1070
H: -1.1357 -5.2397 -0.0245
H: -2.8936 -4.2953 1.4540
H: -3.1014 -1.8531 1.6955
H: -4.5447 2.8474 1.7785
H: -4.1676 2.6366 0.0602
H: -3.2248 3.7650 1.0537
H: -1.0468 1.2967 2.4395
H: -2.3773 1.9926 3.3926
H: -1.4155 3.0264 2.3332
H: -3.0194 -0.6975 -1.5642
H: -4.7713 -0.4362 -1.6338
H: -4.1020 -1.7958 -0.7050
H: -4.9597 0.6578 1.8834
H: -5.5182 -0.8037 1.0662
H: -5.8858 0.7838 0.3732
H: 4.4431 -1.8254 -2.7514
H: 4.3753 -1.1269 -1.1200
H: 4.2246 -0.0767 -2.5273
H: 1.1158 -1.5745 -3.6201
H: 2.5217 -0.6076 -4.0862
H: 1.2331 0.1286 -3.1286
F: 5.6929 0.6868 3.6449
C: 4.8879 0.9422 2.6219
C: 3.5170 0.9580 2.7956
F: 2.9958 0.7227 3.9984
C: 2.6783 1.2262 1.7248
F: 1.3558 1.2640 1.9850
C: 3.1607 1.4720 0.4520
S: 2.2252 1.7858 -0.9965
C: 4.5528 1.4635 0.3106
F: 5.0937 1.6930 -0.8912
C: 5.4088 1.2042 1.3630
F: 6.7234 1.1949 1.1713

The value obtained for the total energy is -108605.083 eV. The LUMO energy comes out at -5.3 eV. As for the charge: +1. The energy relative to the best compared isomer or geometry (same formula, charge and spin) is 0.00 kcal/mol.

Okay, here come the Löwdin numbers, in e, for every atom: atom 1 (Pd): 0.47, atom 2 (O): 0.03, atom 3 (C): -0.96, atom 4 (S): 1.02, atom 5 (C): -1.14, atom 6 (C): -1.06, atom 7 (S): 0.74, atom 8 (S): 1.02, atom 9 (S): 0.78, atom 10 (C): -0.03, atom 11 (N): -0.13, atom 12 (C): -0.01, atom 13 (C): -0.41, atom 14 (N): -0.01, atom 15 (C): -0.24, atom 16 (C): -0.03, atom 17 (C): -0.08, atom 18 (C): -0.08, atom 19 (C): -0.04, atom 20 (C): -0.24, atom 21 (N): 0.03, atom 22 (C): -0.40, atom 23 (N): -0.14, atom 24 (C): -0.04, atom 25 (C): -0.05, atom 26 (N): -0.13, atom 27 (C): -0.04, atom 28 (C): -0.03, atom 29 (N): -0.13, atom 30 (C): -0.04, atom 31 (C): -0.04, atom 32 (H): 0.10, atom 33 (H): 0.10, atom 34 (H): 0.09, atom 35 (H): 0.10, atom 36 (H): 0.08, atom 37 (H): 0.10, atom 38 (H): 0.12, atom 39 (H): 0.11, atom 40 (H): 0.11, atom 41 (H): 0.12, atom 42 (H): 0.10, atom 43 (H): 0.10, atom 44 (H): 0.08, atom 45 (H): 0.07, atom 46 (H): 0.10, atom 47 (H): 0.07, atom 48 (H): 0.05, atom 49 (H): 0.10, atom 50 (H): 0.10, atom 51 (H): 0.09, atom 52 (H): 0.10, atom 53 (H): 0.10, atom 54 (H): 0.10, atom 55 (H): 0.09, atom 56 (H): 0.08, atom 57 (H): 0.10, atom 58 (H): 0.10, atom 59 (H): 0.03, atom 60 (F): 0.15, atom 61 (C): -0.14, atom 62 (C): -0.15, atom 63 (F): 0.13, atom 64 (C): -0.24, atom 65 (F): 0.03, atom 66 (C): -0.47, atom 67 (S): 0.70, atom 68 (C): -0.25, atom 69 (F): 0.08, atom 70 (C): -0.14, atom 71 (F): 0.14

***

Here is a molecular structure, C25H28F5O2RuS from the OMol25 dataset. Energies are from ωB97M-V with the def2-TZVPD basis set.

Geometry (Å):
O: -1.1358 1.4319 -2.5537
C: 0.2236 1.9497 -2.7594
C: -0.2222 3.4022 -2.8511
H: 0.6279 1.5611 -3.6924
H: 0.8688 1.7179 -1.9023
C: -1.6393 2.7860 -2.6018
H: -0.0969 3.8365 -3.8527
H: 0.1550 4.0368 -2.0432
C: -2.5936 2.8529 -3.7725
H: -2.0635 2.6028 -4.6975
H: -3.0350 3.8474 -3.8409
H: -3.4106 2.1400 -3.6295
C: -2.2451 3.2506 -1.2871
H: -1.4466 3.5371 -0.5801
H: -2.8147 2.4554 -0.7816
H: -2.9111 4.1209 -1.4566
Ru: 0.8683 -0.4615 1.6175
C: 1.4174 1.6817 2.9645
C: 2.4859 0.7547 2.7169
C: 2.6787 0.6705 1.2746
H: 3.1411 0.3007 3.4607
C: 1.7322 1.5839 0.6766
C: 0.9797 2.1939 1.7179
H: 0.2157 2.9550 1.5692
H: 1.0281 1.9296 3.9527
H: 3.4694 0.1207 0.7755
H: 1.6951 1.8505 -0.3657
C: -0.9786 -0.4877 2.9227
C: -1.7261 0.6359 2.4352
C: -2.0297 0.4274 1.0791
H: -2.0539 1.4639 3.0542
C: -1.4068 -0.7748 0.6425
C: -0.9170 -1.4634 1.8235
H: -0.7457 -2.5308 1.9393
H: -0.7657 -0.6969 3.9734
H: -2.7223 1.0149 0.4832
H: -1.4126 -1.1659 -0.3673
O: 0.3210 -0.8107 -3.4919
C: -0.0056 -0.5162 -4.8989
C: 0.6978 -1.4853 -5.8622
H: 0.2655 0.5302 -5.1404
H: -1.0984 -0.5556 -5.0191
C: 1.5101 -2.4091 -4.9429
H: 1.3418 -0.9365 -6.5614
H: -0.0093 -2.0633 -6.4657
C: 1.2577 -1.8805 -3.5166
H: 2.5675 -2.3579 -5.1877
H: 1.1934 -3.4472 -5.0296
H: 2.1943 -1.4945 -3.0813
H: 0.8684 -2.6775 -2.8664
F: -0.7356 -3.5560 7.9418
C: -0.1421 -3.2728 6.7644
C: 0.5572 -2.0739 6.5998
F: 0.5752 -1.1644 7.6015
C: 1.1753 -1.7974 5.3846
F: 1.8863 -0.6453 5.2598
C: 1.0835 -2.6474 4.2664
S: 1.8130 -2.2141 2.7435
C: 0.3843 -3.8604 4.4795
F: 0.2515 -4.7241 3.4439
C: -0.2271 -4.1652 5.6936
F: -0.9396 -5.3066 5.8418

The value obtained for the total energy is -57470.660 eV. The LUMO energy (spin up / spin down) comes out at 0.5 / -1.8 eV. As for the multiplicity: 6. The expectation value of S² is 8.80. The energy relative to the best compared isomer or geometry (same formula, charge and spin) is 9.86 kcal/mol.

Okay, here come the natural (NBO) numbers, in e, for every atom: atom 1 (O): -0.54, atom 2 (C): -0.04, atom 3 (C): -0.46, atom 4 (H): 0.18, atom 5 (H): 0.17, atom 6 (C): 0.26, atom 7 (H): 0.21, atom 8 (H): 0.21, atom 9 (C): -0.62, atom 10 (H): 0.21, atom 11 (H): 0.21, atom 12 (H): 0.22, atom 13 (C): -0.62, atom 14 (H): 0.21, atom 15 (H): 0.21, atom 16 (H): 0.21, atom 17 (Ru): 0.93, atom 18 (C): -0.26, atom 19 (C): -0.28, atom 20 (C): -0.41, atom 21 (H): 0.26, atom 22 (C): -0.29, atom 23 (C): -0.27, atom 24 (H): 0.23, atom 25 (H): 0.24, atom 26 (H): 0.25, atom 27 (H): 0.23, atom 28 (C): -0.38, atom 29 (C): -0.14, atom 30 (C): -0.26, atom 31 (H): 0.22, atom 32 (C): -0.25, atom 33 (C): -0.38, atom 34 (H): 0.27, atom 35 (H): 0.25, atom 36 (H): 0.22, atom 37 (H): 0.25, atom 38 (O): -0.53, atom 39 (C): -0.07, atom 40 (C): -0.44, atom 41 (H): 0.16, atom 42 (H): 0.19, atom 43 (C): -0.43, atom 44 (H): 0.21, atom 45 (H): 0.22, atom 46 (C): -0.07, atom 47 (H): 0.21, atom 48 (H): 0.21, atom 49 (H): 0.17, atom 50 (H): 0.18, atom 51 (F): -0.29, atom 52 (C): 0.26, atom 53 (C): 0.27, atom 54 (F): -0.29, atom 55 (C): 0.31, atom 56 (F): -0.31, atom 57 (C): -0.28, atom 58 (S): -0.14, atom 59 (C): 0.31, atom 60 (F): -0.30, atom 61 (C): 0.31, atom 62 (F): -0.30